# 1
Computed, not measured: a 2-piece molecular cluster, C5H11NO2 overall in a non-equilibrium geometry, with ωB97M-V/def2-TZVPD.

```
19
Properties=species:S:1:pos:R:3:lowdin_charge:R:1
C 1.1755 -0.3132 1.2415 -0.0586
C 0.0697 0.7732 1.3701 -0.1449
C 0.1306 1.8139 0.3483 0.0393
C -0.7789 2.2682 -0.6069 0.2743
C 0.8153 -1.1704 0.0361 -0.5530
N 1.6333 -1.0746 -1.0507 0.1826
O -0.2305 -1.7692 0.0481 0.0811
H 2.1479 0.1732 1.1419 0.1228
H 1.1527 -0.9108 2.1432 0.1351
H 0.1047 1.1828 2.3906 0.1662
H -0.9270 0.3209 1.3101 0.1247
H 1.1280 2.2650 0.3804 0.1442
H -0.5492 3.0022 -1.3662 0.1138
H -1.7629 1.8106 -0.6699 0.0848
H 2.6322 -1.0140 -0.9802 0.1116
H 1.3699 -1.7509 -1.7628 0.1263
H -1.4754 -0.4506 -1.4131 0.0263
H -2.7966 -0.9237 -0.6124 0.0635
O -2.3138 -0.2116 -1.0266 -0.0400
```

- Orbital gap (spin up / spin down): 9.22 / 5.25 eV
- Spin multiplicity: 2
- DFT total energy: -10938.939 eV
- ⟨S²⟩: 0.75
- M: 117.148 g mol⁻¹
- HOMO energy (spin up / spin down): -14.176 / -14.158 eV
- Total charge: +1
- Energy above the lowest of the compared OMol25 structures with the same formula, charge and spin: 148.32 kJ/mol

=====

# 2
Computed, not measured: C5H11NO2S as an isolated structure in a non-equilibrium geometry, with ωB97M-V/def2-TZVPD.

```
20
Properties=species:S:1:pos:R:3:lowdin_charge:R:1
C -0.3646 1.3103 0.1592 -0.4219
C 0.2967 2.2625 -0.7655 -0.3170
C 0.3925 0.0812 0.7926 -0.2036
C 0.8766 -0.6643 -0.5465 -0.4775
C 0.1118 -2.9577 0.8951 -0.5446
H -2.3321 1.5298 -0.3694 0.1762
H -1.8883 -0.6286 -0.3321 0.2563
H -0.9016 1.9360 0.9754 0.1528
H 1.3010 0.4337 1.2355 0.0931
H -0.4559 -0.4222 1.5337 0.1331
H 1.7134 0.0064 -0.9344 0.0727
H 0.0594 -0.6055 -1.3455 0.0765
H 0.6259 -3.6938 2.0831 0.1391
H -0.3738 -2.0316 1.4607 -0.0159
H -0.6281 -3.8908 0.2385 0.1087
H 0.3205 3.6869 -1.8984 0.1189
N -1.4597 0.6657 -0.6120 -0.0908
O 1.4934 1.9265 -1.2539 -0.0203
O -0.3170 3.4554 -1.2013 0.0833
S 1.5299 -2.3998 -0.1149 0.6808
```

- Orbital gap: 8.33 eV
- DFT total energy: -21776.616 eV
- M: 149.215 g mol⁻¹
- HOMO energy: -8.410 eV
- Energy above the lowest of the compared OMol25 structures with the same formula, charge and spin: 739.81 kJ/mol

=====

# 3
Computed, not measured: a 2-piece molecular cluster, C5H11NO2S overall in a non-equilibrium geometry, with ωB97M-V/def2-TZVPD.

```
20
Properties=species:S:1:pos:R:3:lowdin_charge:R:1
O 1.9640 0.5383 1.7554 0.1151
C 1.7161 1.0518 0.6989 -0.5823
O 2.7010 1.1357 -0.2854 0.0012
C 0.4772 1.7822 0.3359 -0.4954
S 0.2344 2.5415 -1.1086 0.7699
H 2.4553 1.7561 -1.0656 0.0786
H -0.1989 1.8871 1.0710 0.0123
C -1.4840 -0.4411 1.0455 -0.0376
N -0.5082 -0.6552 -0.1447 -0.3278
C -1.1341 -0.2637 -1.3772 -0.1518
C 0.3873 -1.8076 -0.0494 -0.0767
H -0.7513 -0.1162 1.7489 0.0455
H -2.0869 0.4700 0.8181 0.0927
H -1.9389 -1.3658 1.3911 0.0819
H -1.5002 -1.1418 -1.8551 0.0777
H -1.8929 0.5243 -1.2015 0.0793
H -0.3883 0.1535 -2.0120 0.0338
H 0.5985 -1.7728 1.0554 0.0901
H 0.0147 -2.8172 -0.2113 0.0751
H 1.3353 -1.4591 -0.6093 0.1185
```

- Structure (SMILES): O=C(O)C=S.CN(C)C
- Orbital gap: 7.54 eV
- DFT total energy: -21781.429 eV
- M: 149.215 g mol⁻¹
- HOMO energy: -8.766 eV
- Energy above the lowest of the compared OMol25 structures with the same formula, charge and spin: 275.34 kJ/mol

=====

# 4
Computed, not measured: a 2-piece molecular cluster, C5H11NO3 overall in a non-equilibrium geometry, with ωB97M-V/def2-TZVPD.

```
20
Properties=species:S:1:pos:R:3:lowdin_charge:R:1
N 0.0258 -0.2620 0.8557 -0.3198
O -1.0844 -0.0169 1.2992 -0.0888
O 1.0954 -0.0765 1.5494 -0.2174
C -2.7075 -4.7285 3.9920 -0.1048
C -1.7496 -3.7250 3.3613 -0.2449
C -0.4800 -4.3555 2.7825 -0.1222
C 0.5033 -3.3677 2.2875 -0.2598
C 1.7299 -3.8239 1.6097 0.0277
O 0.2107 -2.1262 2.4167 0.1258
H -3.5844 -4.2003 4.3732 0.0775
H -3.0355 -5.4785 3.2661 0.0757
H -2.2338 -5.2397 4.8351 0.0747
H -2.2683 -3.1716 2.5695 0.1254
H -1.4796 -2.9789 4.1168 0.1201
H 0.0272 -4.9926 3.5244 0.1498
H -0.7257 -5.0209 1.9386 0.1481
H 0.9544 -1.4074 2.2336 0.0920
H 2.3804 -4.3487 2.3300 0.1176
H 1.4594 -4.5304 0.8071 0.1158
H 2.2697 -2.9806 1.1620 0.1073
```

- Orbital gap: 6.19 eV
- DFT total energy: -12991.489 eV
- M: 133.147 g mol⁻¹
- HOMO energy: -7.241 eV
- Energy above the lowest of the compared OMol25 structures with the same formula, charge and spin: 517.44 kJ/mol

=====

# 5
Computed, not measured: C5H11NO3 as an isolated structure in a non-equilibrium geometry, with ωB97M-V/def2-TZVPD.

```
20
Properties=species:S:1:pos:R:3:lowdin_charge:R:1
C 2.1663 -0.1386 0.2058 -0.3688
C -0.3456 0.2266 0.3700 -0.2421
C 0.4133 -0.0168 -0.7870 -0.0762
C -0.7725 -0.8933 1.2639 -0.0804
C -2.1085 0.6547 -0.7356 -0.3716
N -2.3208 0.6789 -2.0809 0.1137
O 2.2600 -1.1914 1.1032 -0.0096
O 2.5102 1.0787 0.7940 -0.0182
O -3.0726 0.7339 0.0110 -0.0290
H 1.8704 -0.8983 1.9404 0.0911
H 3.4487 1.0443 1.0502 0.1097
H 2.8114 -0.3738 -0.6440 0.1209
H -0.1865 1.1810 0.8663 0.1257
H -1.5683 0.7165 -2.7464 0.0767
H -3.2472 0.8850 -2.4442 0.1053
H 0.6095 0.8161 -1.4552 0.0961
H 0.3212 -1.0025 -1.2345 0.1060
H -0.6763 -1.8724 0.7895 0.0937
H -1.8376 -0.7704 1.4971 0.0787
H -0.2753 -0.8584 2.2363 0.0780
```

- Orbital gap: 7.98 eV
- DFT total energy: -12992.570 eV
- M: 133.147 g mol⁻¹
- HOMO energy: -7.349 eV
- Energy above the lowest of the compared OMol25 structures with the same formula, charge and spin: 413.11 kJ/mol

=====

# 6
Computed, not measured: one molecule with the formula C5H11NO3 in a non-equilibrium geometry, with ωB97M-V/def2-TZVPD.

```
20
Properties=species:S:1:pos:R:3:lowdin_charge:R:1
C -1.4300 0.4499 -0.9345 0.0523
C -0.2682 1.0598 -0.7488 -0.3577
C -0.0815 2.5303 -0.9816 -0.0647
C 0.9930 0.3476 -0.3093 -0.1879
N 0.9216 -1.0865 -0.0950 0.0327
C 0.1672 -1.6121 1.0586 -0.7622
O 1.0709 -2.4510 1.6628 0.0394
O -0.1980 -0.6117 1.9483 0.0679
O -0.9215 -2.3536 0.6171 0.0567
H -1.5458 -0.6209 -0.8770 0.0530
H -2.3360 1.0122 -1.0996 0.0658
H -1.0145 3.0004 -1.2863 0.0759
H 0.2721 3.0187 -0.0713 0.0824
H 0.6659 2.6995 -1.7590 0.0831
H 1.3493 0.7978 0.6222 0.1288
H 1.7636 0.5060 -1.0715 0.1270
H 0.6138 -1.5711 -0.9299 0.1280
H 1.9105 -1.8806 1.4926 0.1610
H -0.9324 -0.1159 1.5623 0.1004
H -0.9998 -3.1188 1.1998 0.1181
```

- Structure (SMILES): C=C(C)CNC(O)(O)O
- Orbital gap: 10.19 eV
- DFT total energy: -12995.470 eV
- M: 133.147 g mol⁻¹
- HOMO energy: -9.431 eV
- Energy above the lowest of the compared OMol25 structures with the same formula, charge and spin: 133.31 kJ/mol

=====

# 7
Computed, not measured: one molecule with the formula C5H11NO3S in a non-equilibrium geometry, with ωB97M-V/def2-TZVPD.

```
21
Properties=species:S:1:pos:R:3:lowdin_charge:R:1
C 1.2183 -1.3989 1.8504 -0.0940
N 1.3815 -0.0171 1.4325 -0.2724
C 0.2290 0.6855 0.7960 -0.1085
C 0.2232 0.1789 -0.7518 -0.7157
C -0.9804 -0.6597 -0.9905 -0.0201
C 0.0473 1.4845 -1.5408 -0.0338
O 1.3624 -0.3991 -1.0119 -0.1222
S 2.5446 0.1474 0.2199 0.7125
O 2.7819 1.5126 0.0052 -0.2158
O 3.5462 -0.8286 0.3994 -0.2252
H 1.4386 -2.0408 0.9028 0.1127
H 1.9836 -1.4490 2.6732 0.1065
H 0.1022 -1.5367 2.0749 0.1124
H 0.2881 1.8005 1.0291 0.1483
H -0.6138 0.3478 1.2766 0.0788
H -1.0538 -1.0904 -1.9862 0.0977
H -1.8382 0.0044 -0.8314 0.0989
H -1.0911 -1.3741 -0.1750 0.0797
H -0.0968 1.2320 -2.6284 0.1097
H 1.0046 1.8997 -1.4331 0.0376
H -0.5991 2.3196 -1.1304 0.1130
```

- Structure (SMILES): CN1CC(C)(C)OS1(=O)=O
- Orbital gap: 10.80 eV
- DFT total energy: -23828.945 eV
- M: 165.214 g mol⁻¹
- HOMO energy: -10.135 eV
- Energy above the lowest of the compared OMol25 structures with the same formula, charge and spin: 203.31 kJ/mol

=====

# 8
Computed, not measured: an isolated ion of composition C5H11NOS and charge -1 in a non-equilibrium geometry, with ωB97M-V/def2-TZVPD.

```
19
Properties=species:S:1:pos:R:3:lowdin_charge:R:1
O -1.6477 0.8457 -2.9507 -0.0424
C -0.6971 0.8314 -2.1074 -0.5399
N -0.6204 -0.1622 -1.1394 0.0325
C 0.4299 -0.3239 -0.1038 -0.2987
C 0.0321 -1.4686 0.8100 -0.2736
C -0.3484 -0.8396 2.2743 -0.6543
S 1.0374 -1.0261 3.4430 0.3618
C 0.0989 2.0267 -1.8897 -0.0727
H -1.1403 -1.0067 -1.3548 0.1228
H 1.4527 -0.4197 -0.7622 0.1137
H 0.4652 0.5994 0.4055 0.0481
H -0.8560 -2.0497 0.4974 0.0936
H 0.8197 -2.1757 0.9687 0.0550
H -0.8112 0.2154 2.2585 0.0668
H -1.2880 -1.4028 2.6365 0.0627
H 1.9094 -0.4660 2.6930 -0.2608
H 0.4250 2.1424 -0.9098 0.0262
H 0.9783 1.7539 -2.5532 0.1150
H -0.2395 2.9261 -2.2158 0.0444
```

- Orbital gap (spin up / spin down): 2.31 / 9.17 eV
- Spin multiplicity: 2
- DFT total energy: -19734.068 eV
- ⟨S²⟩: 0.75
- M: 133.216 g mol⁻¹
- HOMO energy (spin up / spin down): 0.932 / -5.800 eV
- Total charge: -1
- Energy above the lowest of the compared OMol25 structures with the same formula, charge and spin: 121.68 kJ/mol

=====

# 9
Computed, not measured: C5H11NOS as an isolated structure in a non-equilibrium geometry, with ωB97M-V/def2-TZVPD.

```
19
Properties=species:S:1:pos:R:3:lowdin_charge:R:1
C 1.5588 1.2902 0.5807 -0.1340
C 0.9438 0.1078 -0.2533 -0.9239
C -0.2845 0.3774 -1.2110 -0.2275
C -1.3193 0.3252 -0.2611 -0.4239
C -0.1348 -0.4950 0.6751 -0.4797
H 2.3775 1.8051 0.1055 0.0371
H 2.3717 0.8635 1.4125 0.1268
H 0.8572 2.0847 1.0417 0.1076
H 2.1571 -2.0610 1.1349 0.2145
H -0.2120 1.3326 -1.7788 0.1228
H -0.4254 -0.4888 -1.9887 0.1486
H -1.5099 1.4290 -0.0097 0.1498
H -2.5253 -1.6013 -0.0488 0.1977
H -3.4493 0.2371 -0.0196 0.1680
H 0.1131 -0.0278 1.6763 0.1371
H 0.3172 -2.0089 -0.2914 0.1847
N -2.5357 -0.4220 -0.6433 -0.0514
O -0.4568 -1.7858 0.6985 -0.1383
S 2.1565 -0.9620 -0.8194 0.7838
```

- Orbital gap: 6.61 eV
- DFT total energy: -19727.056 eV
- M: 133.216 g mol⁻¹
- HOMO energy: -8.673 eV
- Energy above the lowest of the compared OMol25 structures with the same formula, charge and spin: 968.65 kJ/mol

=====

# 10
Computed, not measured: a 2-piece molecular cluster, C5H11NOS overall in a non-equilibrium geometry, with ωB97M-V/def2-TZVPD.

```
19
Properties=species:S:1:pos:R:3:lowdin_charge:R:1
C -1.3096 -0.2274 -0.3332 -0.1826
C -0.3458 -0.8025 -1.2833 -0.2637
N 1.0951 -0.3967 -1.0538 -0.2522
C 1.1426 1.0585 -0.8201 -0.1478
C 1.8525 -1.2003 -0.0084 -0.0780
H -1.4135 0.9123 -0.4431 0.0290
H -2.2616 -0.7378 -0.4760 0.0794
H -1.0681 -0.2880 0.7488 0.0516
H -0.6814 -0.4854 -2.2538 0.1042
H -0.3080 -1.8973 -1.1881 0.1145
H 2.0601 1.4316 -0.2699 0.0868
H 0.9831 1.5963 -1.7910 0.0869
H 0.3083 1.5651 -0.1786 0.0657
H 1.2444 -1.3564 0.8632 0.0534
H 2.0515 -2.2325 -0.4128 0.0899
H 2.7169 -0.5628 0.2172 0.0721
O -1.6972 0.3753 3.8847 0.1140
C -2.0082 1.1073 3.0369 -0.7089
S -2.3612 2.1408 1.7611 0.6857
```

- Structure (SMILES): CCN(C)C.O=C=S
- Orbital gap: 8.76 eV
- DFT total energy: -19734.903 eV
- M: 133.216 g mol⁻¹
- HOMO energy: -8.273 eV
- Energy above the lowest of the compared OMol25 structures with the same formula, charge and spin: 211.51 kJ/mol